1.
C42H60AuN2P2SSi as an isolated structure. Source: the Open Molecules 2025 dataset; level of theory: wB97M-V/def2-TZVPD.

Its calculated total energy is -3251.890732 Ha. For the LUMO energy, the calculation gives -4.25 eV. Its net charge is +1. Its strongest force on any atom is 2.622 eV/A. Its orbital gap is 5.44 eV.

XYZ file:
```
109
C42H60AuN2P2SSi, DFT wB97M-V/def2-TZVPD
Au -0.865 -0.428 0.417
C -2.930 -3.623 1.778
Si -1.398 -2.792 0.990
C -1.133 -3.642 -0.696
C -1.258 -5.027 -0.761
C -1.207 -5.712 -1.962
C -1.049 -5.011 -3.146
C -0.918 -3.636 -3.109
C -0.955 -2.944 -1.900
P -0.641 -1.149 -1.905
C -1.855 -0.361 -3.086
C -1.996 1.106 -2.632
C -2.732 1.915 -3.697
C -1.890 2.026 -4.977
C -0.958 0.822 -5.130
C -1.633 -0.440 -4.606
C 1.133 -1.001 -2.445
C 1.946 -1.768 -1.389
C 3.428 -1.873 -1.782
C 3.814 -0.748 -2.733
C 3.031 -0.887 -4.044
C 1.620 -1.462 -3.818
C -0.006 -2.939 2.286
C 0.574 -4.179 2.522
C 1.422 -4.393 3.595
C 1.652 -3.369 4.499
C 1.102 -2.121 4.269
C 0.315 -1.879 3.145
P -0.159 -0.153 2.778
C 1.411 0.847 2.880
C 2.353 0.349 1.788
C 3.464 1.364 1.539
C 4.224 1.665 2.827
C 3.276 2.079 3.951
C 2.194 1.021 4.180
C -1.121 0.354 4.294
C -2.396 -0.481 4.411
C -3.397 -0.115 3.320
C -3.724 1.374 3.354
C -2.449 2.195 3.199
C -1.452 1.846 4.297
H -2.785 -4.696 1.879
H -3.816 -3.464 1.170
H -3.126 -3.223 2.768
H -1.390 -5.586 0.153
H -1.287 -6.788 -1.972
H -1.015 -5.533 -4.090
H -0.778 -3.096 -4.032
H -2.788 -0.892 -2.841
H -1.008 1.544 -2.464
H -2.538 1.149 -1.682
H -2.963 2.913 -3.318
H -3.682 1.422 -3.912
H -1.291 2.938 -4.963
H -2.560 2.097 -5.834
H -0.030 0.989 -4.579
H -0.697 0.691 -6.181
H -1.059 -1.325 -4.878
H -2.608 -0.536 -5.087
H 1.328 0.077 -2.352
H 1.534 -2.776 -1.277
H 1.844 -1.274 -0.421
H 3.618 -2.826 -2.277
H 4.047 -1.844 -0.884
H 4.883 -0.778 -2.939
H 3.605 0.213 -2.257
H 3.572 -1.544 -4.726
H 2.956 0.090 -4.525
H 1.656 -2.551 -3.836
H 0.980 -1.129 -4.631
H 0.361 -4.998 1.851
H 1.883 -5.357 3.744
H 2.262 -3.533 5.375
H 1.276 -1.327 4.980
H 1.052 1.842 2.577
H 1.785 0.211 0.863
H 2.784 -0.616 2.073
H 3.018 2.280 1.144
H 4.154 0.976 0.786
H 4.946 2.463 2.647
H 4.779 0.775 3.133
H 2.807 3.035 3.705
H 3.846 2.212 4.872
H 1.548 1.337 5.000
H 2.689 0.091 4.462
H -0.464 0.125 5.147
H -2.846 -0.296 5.390
H -2.144 -1.546 4.350
H -4.309 -0.702 3.447
H -2.967 -0.366 2.343
H -4.203 1.621 4.304
H -4.426 1.618 2.554
H -2.682 3.261 3.237
H -1.995 1.986 2.225
H -1.890 2.096 5.267
H -0.547 2.445 4.179
C 0.796 5.742 -3.329
C -0.031 5.391 -2.139
C -1.015 6.235 -1.617
C -1.669 5.774 -0.486
N -1.374 4.632 0.090
C -0.421 3.877 -0.458
S 0.022 2.418 0.299
N 0.229 4.234 -1.564
H 0.722 6.804 -3.545
H 0.468 5.179 -4.204
H 1.829 5.464 -3.137
H -1.255 7.182 -2.064
H -2.460 6.341 -0.013
```

---

2.
C42H60N7O2PS3Sr as an isolated structure. Source: the Open Molecules 2025 dataset; level of theory: wB97M-V/def2-TZVPD.

Its calculated total energy is -3736.958138 Ha. For the LUMO energy, the calculation gives 3.67 eV. Its net charge is -2. Its strongest force on any atom is 0.681 eV/A. Its orbital gap is 5.50 eV.

XYZ file:
```
116
C42H60N7O2PS3Sr, DFT wB97M-V/def2-TZVPD
Sr 0.340 -0.883 0.356
S 1.516 -1.756 -3.653
C 2.428 -2.837 -2.641
S 2.430 -2.732 -0.921
C 3.232 -3.801 -3.265
C 4.079 -4.686 -2.535
N 4.804 -5.416 -2.007
C 3.299 -3.944 -4.682
N 3.369 -4.119 -5.823
S 1.149 3.016 1.695
C 2.680 3.042 1.046
N 2.901 3.638 -0.171
C 4.099 3.717 -0.805
C 5.213 3.207 -0.232
C 5.066 2.554 1.020
C 3.855 2.467 1.631
H 2.065 3.987 -0.619
H 4.091 4.182 -1.780
H 6.158 3.242 -0.750
H 5.930 2.095 1.484
H 3.727 1.951 2.571
O -2.144 0.103 1.708
C -1.994 0.828 0.713
N 1.793 1.842 -3.138
C 1.095 1.404 -2.049
N 1.834 0.775 -1.188
C 3.103 0.733 -1.752
C 4.263 0.114 -1.296
C 5.390 0.210 -2.087
C 5.374 0.903 -3.308
C 4.226 1.511 -3.779
C 3.094 1.401 -2.979
H 1.379 2.194 -3.982
H 0.033 1.565 -1.943
H 4.255 -0.459 -0.380
H 6.299 -0.289 -1.777
H 6.273 0.933 -3.910
H 4.201 2.006 -4.741
C -1.989 -2.095 -2.494
O -0.885 -1.582 -1.779
H -1.838 -3.151 -2.739
H -2.146 -1.542 -3.426
H -2.881 -1.994 -1.874
H -0.085 -1.666 -2.396
C -7.710 1.851 2.366
C -6.642 1.031 1.688
C -6.842 -0.323 1.437
C -5.863 -1.085 0.811
C -6.049 -2.561 0.576
C -4.684 -0.468 0.414
C -4.458 0.886 0.642
C -5.443 1.616 1.304
N -3.224 1.473 0.268
C -3.145 2.260 -0.981
C -2.891 1.323 -2.171
C -4.432 3.039 -1.249
C -2.010 3.276 -0.847
H -8.261 1.255 3.094
H -8.432 2.236 1.640
H -7.275 2.707 2.884
H -7.767 -0.796 1.756
H -7.005 -2.907 0.972
H -5.252 -3.129 1.058
H -6.018 -2.798 -0.490
H -3.898 -1.052 -0.051
H -5.248 2.656 1.542
H -3.761 0.679 -2.328
H -2.037 0.679 -1.958
H -2.710 1.883 -3.094
H -5.296 2.381 -1.345
H -4.314 3.590 -2.186
H -4.634 3.759 -0.453
H -1.062 2.784 -0.644
H -2.207 3.930 0.005
H -1.940 3.887 -1.754
C 0.581 -2.146 6.637
C 0.338 -1.565 5.243
C -0.996 -0.804 5.243
C 1.406 -0.499 4.945
P 0.298 -2.765 3.750
N 0.448 -2.006 2.433
C -1.355 -3.733 3.862
C -2.459 -2.834 3.276
C -1.794 -4.248 5.235
C -1.240 -4.933 2.912
C 1.708 -4.041 4.012
C 1.541 -5.088 5.116
C 1.943 -4.750 2.667
C 2.996 -3.250 4.285
H 0.478 -1.343 7.378
H 1.585 -2.557 6.744
H -0.134 -2.926 6.898
H -0.904 0.068 5.901
H -1.819 -1.407 5.623
H -1.249 -0.449 4.242
H 1.249 0.356 5.612
H 1.311 -0.162 3.913
H 2.422 -0.859 5.101
H -2.900 -2.170 4.016
H -3.265 -3.466 2.886
H -2.073 -2.208 2.472
H -2.032 -3.437 5.923
H -1.046 -4.887 5.705
H -2.707 -4.844 5.112
H -0.844 -4.625 1.943
H -2.237 -5.359 2.756
H -0.607 -5.725 3.311
H 0.739 -5.793 4.894
H 1.344 -4.645 6.092
H 2.467 -5.670 5.195
H 1.236 -5.556 2.485
H 2.946 -5.189 2.661
H 1.877 -4.041 1.841
H 3.023 -2.828 5.289
H 3.110 -2.447 3.555
H 3.852 -3.925 4.187
```

---

3.
A 12-piece molecular cluster, C42H60O18 overall. Source: the Open Molecules 2025 dataset; level of theory: wB97M-V/def2-TZVPD.

Its calculated total energy is -2990.103443 Ha. Its SMILES is Oc1ccc(O)cc1.Oc1ccc(O)cc1.Oc1ccc(O)cc1.Oc1ccc(O)cc1.Oc1ccc(O)cc1.Oc1ccc(O)cc1.CO.CO.CO.CO.CO.CO. For the LUMO energy, the calculation gives -0.09 eV. Its net charge is 0. Its strongest force on any atom is 17.577 eV/A. Its orbital gap is 7.87 eV.

XYZ file:
```
120
C42H60O18, DFT wB97M-V/def2-TZVPD
O -2.977 -0.768 2.323
C -3.515 -1.869 2.884
C -4.359 -1.737 3.999
C -5.006 -2.907 4.592
C -4.852 -4.193 3.949
O -5.532 -5.225 4.452
C -4.081 -4.268 2.840
C -3.453 -3.140 2.355
H -2.457 -0.802 1.577
H -4.455 -0.746 4.505
H -5.457 -2.852 5.561
H -6.492 -5.093 4.648
H -4.032 -5.166 2.350
H -2.823 -3.359 1.393
O -0.707 -1.802 1.244
C 0.170 -0.867 0.907
C 1.049 -1.026 -0.231
C 1.944 0.002 -0.592
C 1.768 1.242 -0.024
O 2.529 2.252 -0.578
C 0.943 1.451 0.983
C 0.017 0.439 1.377
H -0.304 -2.550 1.463
H 1.086 -2.001 -0.606
H 2.684 -0.309 -1.391
H 2.842 2.844 0.091
H 0.759 2.488 1.352
H -0.699 0.755 2.092
O -3.181 0.995 6.056
C -2.565 1.812 5.040
C -3.282 2.349 3.928
C -2.599 3.161 3.017
C -1.262 3.674 3.224
O -0.797 4.703 2.602
C -0.650 3.237 4.475
C -1.246 2.326 5.319
H -2.823 0.261 6.219
H -4.171 2.307 3.696
H -3.169 3.404 2.205
H 0.064 5.129 3.091
H 0.313 3.713 4.882
H -0.846 2.159 6.275
O -1.226 -3.152 -1.435
C -2.434 -2.681 -1.753
C -3.565 -3.433 -2.041
C -4.761 -2.804 -2.649
C -4.758 -1.408 -2.788
O -5.827 -0.746 -3.345
C -3.703 -0.629 -2.325
C -2.528 -1.301 -2.011
H -1.413 -3.878 -0.751
H -3.678 -4.454 -1.968
H -5.707 -3.237 -2.874
H -5.359 0.007 -3.586
H -3.653 0.454 -2.373
H -1.606 -0.637 -1.871
O -2.565 2.041 -5.951
C -2.166 2.453 -4.675
C -2.217 3.748 -4.466
C -1.690 4.317 -3.302
C -1.132 3.446 -2.297
O -0.775 4.051 -1.081
C -1.024 2.104 -2.555
C -1.512 1.544 -3.745
H -2.241 1.347 -6.120
H -2.608 4.521 -5.117
H -1.655 5.399 -3.026
H -0.256 3.682 -0.399
H -0.631 1.511 -1.747
H -1.136 0.452 -4.098
O 4.201 2.914 -3.554
C 3.417 2.452 -4.494
C 3.651 2.895 -5.782
C 2.942 2.340 -6.862
C 1.963 1.358 -6.616
O 1.261 0.758 -7.671
C 1.933 0.776 -5.367
C 2.520 1.307 -4.239
H 3.580 3.382 -3.059
H 4.422 3.558 -5.840
H 3.181 2.806 -7.712
H 0.849 -0.149 -7.453
H 1.211 0.030 -5.209
H 2.380 0.934 -3.372
C 3.391 -3.389 -1.746
O 3.032 -2.337 -2.668
H 3.186 -4.218 -2.147
H 2.573 -3.243 -0.895
H 4.315 -3.310 -1.461
H 3.811 -1.826 -2.480
C 4.924 4.565 1.190
O 3.499 4.405 1.256
H 5.143 5.397 1.825
H 5.096 4.497 0.013
H 5.174 3.931 1.853
H 3.069 5.306 1.426
C -0.176 -0.746 4.658
O 0.117 -0.551 6.016
H -0.922 -1.622 4.535
H 0.714 -0.776 4.107
H -0.626 0.083 4.227
H -0.709 -0.774 6.550
C 3.454 -1.650 2.638
O 3.231 -2.537 1.589
H 2.691 -1.280 3.096
H 4.126 -0.776 2.313
H 3.882 -2.126 3.468
H 3.385 -2.200 0.769
C 6.163 -1.085 -2.627
O 5.044 -0.380 -2.569
H 6.422 -1.342 -3.638
H 6.094 -2.102 -2.027
H 6.982 -0.443 -2.368
H 5.053 0.312 -3.155
C 0.469 -4.831 3.612
O 0.592 -3.975 2.502
H 0.558 -4.087 4.421
H 1.229 -5.649 3.637
H -0.638 -5.254 3.537
H 1.590 -4.085 2.577
```

---

4.
C42H61F3NbO30S as an isolated structure. Source: the Open Molecules 2025 dataset; level of theory: wB97M-V/def2-TZVPD.

Its calculated total energy is -4648.444643 Ha. For the LUMO energy, the calculation gives 1.40 eV. Its net charge is -1. Its strongest force on any atom is 4.665 eV/A. Its orbital gap is 6.60 eV.

XYZ file:
```
138
C42H61F3NbO30S, DFT wB97M-V/def2-TZVPD
C 6.303 0.894 1.041
O 6.369 0.563 -0.405
C 5.472 1.476 -1.184
C 3.862 1.145 -0.890
C 2.975 1.815 -2.095
C 1.523 1.107 -2.372
Nb 0.187 0.850 -0.550
S -0.103 3.370 -0.276
C 0.497 -1.420 -0.625
O 1.837 -1.723 -1.160
C 2.003 -3.178 -1.315
C 1.190 -4.019 -2.480
C 1.431 -5.649 -2.510
C 2.424 -6.456 -1.461
C 3.245 -5.571 -0.349
C 3.026 -3.941 -0.286
C -1.666 0.735 -1.883
C -2.999 0.112 -1.160
O -2.733 -0.916 -0.142
C -3.950 -0.631 -2.315
F -4.644 0.342 -3.194
F -3.188 -1.592 -3.161
F -4.986 -1.404 -1.561
H 7.387 1.276 1.354
H 5.965 -0.053 1.683
H 5.573 1.799 1.254
H 5.697 1.238 -2.326
H 5.638 2.601 -0.901
H 3.779 -0.019 -0.797
H 3.643 1.650 0.169
H 2.842 2.974 -1.968
H 3.610 1.664 -3.095
H 1.696 0.113 -3.010
H 0.940 1.834 -3.118
H -0.946 0.677 0.895
H 1.541 0.966 0.640
H -0.331 3.969 -1.527
H -0.327 -1.949 -1.292
H 0.391 -1.827 0.469
H 0.484 -3.436 -3.232
H 0.876 -6.296 -3.317
H 2.564 -7.632 -1.472
H 4.007 -6.028 0.446
H 3.603 -3.285 0.503
H -1.944 1.856 -2.180
H -1.376 0.197 -2.893
H -3.650 1.023 -0.764
H -2.434 -1.788 -0.568
C 2.354 -0.341 3.210
C 2.352 -0.342 4.704
O 3.700 -0.064 5.032
C 4.243 0.584 3.960
O 5.338 1.121 3.963
O 3.400 0.555 2.887
H 1.404 0.005 2.792
H 2.589 -1.325 2.791
H 1.716 0.446 5.122
H 2.042 -1.306 5.119
C -7.068 -0.067 -5.589
C -6.915 -1.526 -5.874
O -8.250 -1.971 -6.020
C -8.995 -0.881 -6.371
O -10.156 -0.931 -6.742
O -8.271 0.270 -6.253
H -6.232 0.522 -5.977
H -7.184 0.140 -4.520
H -6.375 -1.716 -6.808
H -6.416 -2.059 -5.060
C -7.975 0.717 -0.256
C -6.808 1.468 -0.812
O -7.276 2.802 -0.870
C -8.283 2.909 0.046
O -8.799 3.962 0.382
O -8.635 1.685 0.538
H -7.668 -0.139 0.351
H -8.660 0.373 -1.037
H -5.933 1.428 -0.154
H -6.521 1.114 -1.806
C 4.715 4.534 4.630
C 4.741 4.023 3.226
O 3.656 4.696 2.616
C 3.435 5.832 3.340
O 2.686 6.732 2.999
O 4.162 5.829 4.495
H 5.714 4.582 5.074
H 4.066 3.938 5.280
H 5.664 4.290 2.701
H 4.603 2.939 3.175
C -9.556 5.899 -2.346
C -10.814 5.372 -2.954
O -10.984 6.180 -4.103
C -9.750 6.659 -4.437
O -9.499 7.252 -5.473
O -8.835 6.388 -3.461
H -8.987 5.123 -1.826
H -9.741 6.728 -1.654
H -10.721 4.327 -3.268
H -11.673 5.467 -2.283
C 1.823 -3.985 8.708
C 1.618 -2.513 8.545
O 2.336 -2.214 7.363
C 2.417 -3.371 6.644
O 2.821 -3.442 5.495
O 1.987 -4.439 7.377
H 0.968 -4.474 9.182
H 2.728 -4.221 9.276
H 0.566 -2.251 8.396
H 2.010 -1.943 9.392
C 3.420 -5.893 3.830
C 4.881 -6.185 3.706
O 4.964 -7.563 4.017
C 3.736 -8.103 3.760
O 3.497 -9.299 3.755
O 2.812 -7.130 3.508
H 3.093 -5.109 3.141
H 3.134 -5.613 4.849
H 5.254 -6.029 2.689
H 5.483 -5.594 4.401
C -4.257 4.227 -4.849
C -3.769 5.557 -4.374
O -2.641 5.228 -3.586
C -2.193 4.014 -4.021
O -1.139 3.505 -3.678
O -3.079 3.444 -4.890
H -4.720 4.281 -5.838
H -4.963 3.767 -4.150
H -3.448 6.203 -5.199
H -4.517 6.087 -3.779
C 8.271 -2.224 -0.562
C 9.671 -2.748 -0.552
O 9.760 -3.412 0.695
C 8.488 -3.745 1.060
O 8.208 -4.474 1.996
O 7.569 -3.155 0.239
H 7.849 -2.183 -1.570
H 8.192 -1.233 -0.103
H 9.852 -3.472 -1.352
H 10.415 -1.949 -0.620
```

---

- Among the records above, which one has the highest strongest force on any atom?
  C42H60O18